A structure of composition C29H40BrN4OScSe5Si in a non-equilibrium geometry. Source: OMol25; level of theory: ωB97M-V with the def2-TZVPD basis set.

```
82
Properties=species:S:1:pos:R:3:forces:R:3:mulliken_charge:R:1
Sc -0.354282 -0.872704 -0.725488 -0.46 -0.97 -0.11 -0.69
Br -7.359240 -2.414774 2.149153 0.02 -0.04 0.01 -0.28
C -5.572458 -1.950204 1.664978 -0.16 0.06 0.03 -0.25
C -4.631536 -1.717718 2.664106 -0.07 -0.02 -0.07 -0.62
C -3.361606 -1.331207 2.314161 0.29 -0.01 -0.01 -0.17
C -2.973770 -1.185061 0.967424 -0.67 0.00 0.02 0.06
O -1.765257 -0.812180 0.663144 0.91 -0.11 -0.15 0.67
C -3.951635 -1.425556 -0.026099 0.19 -0.10 0.27 0.04
C -3.665109 -1.263015 -1.429159 0.25 0.54 -0.27 -0.28
N -2.569939 -0.770121 -1.904347 -0.01 -0.47 0.69 0.84
C -2.460685 -0.515975 -3.269066 -0.22 0.11 -0.50 0.06
C -3.215147 -1.078676 -4.275354 0.10 -0.06 0.32 -0.47
C -3.032310 -0.698427 -5.612268 0.04 0.20 -0.22 -1.06
C -2.118459 0.259643 -5.956673 -0.03 -0.12 -0.02 -0.87
C -1.316051 0.851501 -4.958594 0.04 -0.08 0.22 0.84
C -0.341301 1.831963 -5.233431 0.06 0.12 0.16 -0.77
C 0.383156 2.360045 -4.204657 -0.10 0.07 -0.28 -1.18
C 0.173079 1.872456 -2.906351 -0.08 -0.10 0.28 0.32
N -0.708911 0.947077 -2.602300 0.40 -0.03 0.18 0.52
C -1.470009 0.446825 -3.611701 -0.21 -0.07 -0.18 0.61
C -5.247719 -1.810268 0.341887 0.12 -0.01 -0.05 -0.78
H -4.897326 -1.856137 3.702983 0.01 0.01 0.01 0.44
H -2.610136 -1.174603 3.076162 0.03 0.00 -0.02 0.26
H -4.509452 -1.447852 -2.096677 0.00 -0.04 0.00 0.09
H -3.922402 -1.865545 -4.049468 0.03 -0.02 0.05 0.36
H -3.630669 -1.172287 -6.380898 0.01 -0.02 0.02 0.36
H -1.972957 0.558407 -6.988044 -0.03 -0.02 0.00 0.37
H -0.175915 2.144074 -6.258068 0.00 0.01 0.00 0.38
H 1.146108 3.107593 -4.370459 0.01 -0.01 0.01 0.42
H 0.767909 2.252802 -2.088227 0.03 -0.07 -0.06 -0.05
H -5.981474 -2.007828 -0.429972 0.00 0.01 0.00 0.45
Se -1.557887 -4.920855 2.005034 0.03 0.39 0.31 -0.65
Se -2.100930 -5.818885 -0.034678 0.04 -0.37 -0.35 -0.28
Se -2.678075 -4.261743 -1.704681 -0.38 0.13 0.10 -0.14
Se -0.775412 -3.243160 -2.530132 0.57 0.44 -0.10 -0.47
N 0.821781 -2.890587 0.183508 -0.41 0.51 0.12 -0.35
H 1.767921 -3.079870 -0.134053 -0.01 0.21 -0.12 0.18
H 0.256180 -3.676414 -0.131080 -0.06 0.01 -0.08 0.21
H 0.804675 -2.963916 1.197503 0.03 0.00 0.01 0.11
Se 1.869280 -0.835924 -3.156251 -0.83 -0.09 -0.12 -0.07
C 3.637449 -0.932371 -3.466711 0.76 -0.03 0.12 0.27
N 4.773533 -0.962798 -3.705492 -0.08 -0.02 0.01 -0.77
C 3.101643 2.031581 -0.631439 -0.13 0.00 0.03 -1.73
C 3.230360 1.071086 0.557486 -0.32 -0.11 0.05 2.49
C 4.183892 1.704207 1.576021 -0.13 -0.02 0.01 -1.95
C 3.907607 -0.194772 0.008635 -0.03 -0.06 0.05 -1.48
Si 1.389050 0.594786 1.198408 0.26 0.45 0.19 0.25
C 1.675933 -0.327316 2.967472 -0.21 0.06 -0.33 2.80
C 2.730345 -1.432178 2.815648 -0.03 0.11 -0.04 -2.15
C 0.365180 -1.012078 3.384034 0.00 -0.03 -0.06 -1.62
C 2.127110 0.562436 4.132613 -0.06 0.03 -0.10 -1.93
C 0.441006 2.323836 1.654953 0.10 -0.23 -0.12 2.80
C -0.716741 2.037539 2.618117 0.03 -0.06 -0.06 -2.32
C 1.306918 3.435528 2.254662 -0.05 -0.12 -0.02 -2.03
C -0.208748 2.876368 0.380060 0.10 -0.07 0.03 -1.76
H 4.096718 2.340294 -0.976778 0.02 -0.03 -0.01 0.63
H 2.541695 2.936705 -0.381262 0.09 0.01 -0.02 0.37
H 2.611177 1.529844 -1.468526 0.02 0.01 -0.01 -0.11
H 5.144860 1.930324 1.094007 0.01 -0.01 -0.02 0.54
H 4.386118 1.027068 2.406586 0.07 0.03 -0.01 0.29
H 3.788880 2.636071 1.982485 0.08 -0.02 0.05 0.27
H 4.758379 0.075446 -0.627872 0.02 0.00 0.00 0.54
H 3.221622 -0.778117 -0.608289 0.04 0.01 -0.04 -0.24
H 4.277694 -0.841223 0.804813 0.03 0.04 -0.05 0.26
H 2.565888 -2.031264 1.919761 0.08 -0.04 0.03 0.26
H 2.695741 -2.102936 3.683422 -0.02 -0.01 0.01 0.54
H 3.737538 -1.016306 2.761619 -0.01 -0.05 -0.01 0.42
H -0.040747 -1.647163 2.593400 -0.03 0.00 0.07 0.00
H -0.406892 -0.286718 3.637612 -0.01 -0.06 -0.01 0.24
H 0.529466 -1.643411 4.267405 0.03 -0.01 0.01 0.58
H 3.047423 1.100458 3.905477 -0.02 0.01 0.07 0.27
H 2.310757 -0.058310 5.020764 0.00 -0.02 0.01 0.54
H 1.366765 1.295636 4.402284 0.04 0.00 0.04 0.33
H -0.364024 1.787949 3.617958 -0.07 -0.02 -0.01 0.36
H -1.333220 1.214846 2.246533 -0.04 0.02 0.06 0.15
H -1.357232 2.925350 2.715203 0.01 0.03 -0.05 0.60
H 1.820921 3.101311 3.157086 0.03 0.07 -0.01 0.29
H 0.683909 4.300968 2.524683 -0.03 0.01 -0.01 0.51
H 2.054612 3.781388 1.538759 0.02 0.04 0.06 0.37
H -0.804810 2.109634 -0.123296 -0.04 0.08 -0.03 0.09
H 0.538291 3.251834 -0.321402 -0.07 -0.01 0.00 0.27
H -0.878078 3.713576 0.621238 0.00 0.02 0.02 0.58
```
Forces are in eV/Å.

Results
Frontier orbital gap: 4.81 eV
Highest occupied orbital energy: -1.21 eV
Net charge: -2
Relative energy (zero: lowest compared OMol25 entry of this formula, charge and spin): 0.6651 eV

=====

A structure of composition C29H40MgN5O4 in a non-equilibrium geometry. Source: OMol25; level of theory: ωB97M-V with the def2-TZVPD basis set.

```
79
Properties=species:S:1:pos:R:3:forces:R:3:mulliken_charge:R:1
Mg 1.141667 -1.725122 -1.308734 1.48 0.57 0.53 1.08
C 2.138987 -2.859744 -5.251336 -0.04 -0.01 0.05 -1.66
C 1.681056 -1.927197 -4.171418 0.42 0.08 -0.14 0.70
O 2.035748 -2.083684 -2.985373 -0.06 -0.18 -1.33 -0.47
N 0.918698 -0.898375 -4.567561 -0.17 -0.07 0.14 0.02
C 0.145587 -0.073869 -3.639213 0.26 -0.04 0.26 -0.83
C 1.043075 0.844734 -2.842213 0.14 0.21 -0.07 0.60
C 1.221726 2.176094 -3.191612 0.02 -0.08 0.01 -0.89
C 2.130756 2.943896 -2.481482 -0.01 -0.04 -0.01 -0.42
C 2.849127 2.354236 -1.453945 0.04 0.03 0.01 -0.90
C 2.599482 1.027794 -1.152421 -0.11 0.09 0.01 -0.36
N 1.701878 0.294505 -1.812175 0.07 0.49 -0.28 0.31
H 1.319616 -3.554407 -5.444823 -0.01 -0.03 0.02 0.32
H 3.006836 -3.421080 -4.917700 0.01 0.04 0.02 0.37
H 2.374164 -2.327757 -6.172276 -0.01 0.00 0.00 0.50
H 0.616472 -0.895809 -5.527157 0.04 -0.07 -0.03 0.32
H -0.409262 -0.728104 -2.962721 -0.20 -0.04 -0.06 -0.13
H -0.569457 0.502516 -4.219587 -0.01 0.00 0.00 0.78
H 0.664089 2.599082 -4.016261 -0.02 -0.01 0.01 0.54
H 2.287182 3.983223 -2.737328 0.00 0.01 0.00 0.45
H 3.585576 2.912022 -0.892909 0.00 -0.02 0.01 0.48
H 3.120417 0.526025 -0.344837 -0.02 0.05 0.03 0.51
N 2.048931 -3.573988 -0.673849 0.26 -0.30 0.09 -0.51
C 1.660696 -4.734165 -1.512745 -0.15 -0.18 0.04 -0.54
C 0.136457 -4.832490 -1.647561 0.09 0.23 -0.04 -0.70
C -0.360147 -3.538306 -2.282528 -0.51 -0.33 -0.32 0.67
O -0.535472 -3.453818 -3.493793 0.03 -0.09 0.17 -0.67
O -0.475113 -2.541913 -1.458710 -1.37 -0.72 -0.35 -0.62
H 3.061676 -3.493121 -0.668231 0.01 -0.11 0.03 0.25
H 1.773009 -3.760278 0.286205 0.01 0.05 0.03 0.26
H 2.054248 -5.665265 -1.098687 0.01 0.02 -0.03 0.44
H 2.090769 -4.591248 -2.502726 0.07 0.01 0.03 0.15
H -0.322344 -4.958030 -0.665649 0.00 -0.03 0.01 0.24
H -0.116339 -5.680181 -2.280447 0.02 0.00 -0.01 0.46
C -3.841693 -0.037900 -2.503485 -0.06 -0.03 0.07 -1.82
C -3.147661 0.766317 -1.438024 0.00 0.01 -0.07 0.53
C -3.452440 2.111494 -1.251781 0.08 -0.03 0.09 -0.70
C -2.809688 2.862959 -0.277499 -0.05 -0.05 -0.15 0.20
C -3.183622 4.299732 -0.040973 -0.03 -0.01 0.06 -1.65
C -1.820104 2.263541 0.496883 0.26 -0.05 0.14 -0.25
C -1.514363 0.919223 0.335801 -0.52 0.09 -0.35 0.64
C -2.193427 0.173281 -0.625263 -0.04 -0.16 0.21 -0.52
N -0.448906 0.245124 1.059961 0.13 -0.05 0.20 -0.13
C -0.145972 0.498364 2.527492 0.23 -0.06 0.22 0.58
C -1.472907 0.741608 3.272716 0.02 0.04 -0.09 -1.32
C -1.191987 1.157200 4.719722 0.00 0.01 0.03 0.28
C -0.519378 -0.002891 5.449572 0.02 -0.01 -0.03 -1.40
C 0.782295 -0.333660 4.723523 -0.03 0.04 0.11 0.42
C 1.714115 0.878263 4.807412 -0.04 -0.02 -0.08 -1.34
C 1.061667 2.056678 4.082790 0.03 0.00 0.02 0.34
C -0.283732 2.391229 4.733547 -0.01 -0.03 -0.03 -1.25
C 0.840556 1.679292 2.614271 -0.07 -0.03 0.01 -1.02
C 0.516906 -0.696724 3.252307 -0.09 -0.12 0.01 -1.77
H -4.913553 -0.094772 -2.307134 0.00 -0.01 -0.01 0.47
H -3.449296 -1.053420 -2.548397 0.00 0.02 -0.03 0.28
H -3.720514 0.428080 -3.482984 0.01 -0.02 0.00 0.38
H -4.214844 2.573533 -1.869212 0.01 0.03 0.00 0.45
H -3.682058 4.723129 -0.910981 0.01 0.03 0.00 0.41
H -2.313538 4.912312 0.195516 0.01 -0.01 -0.02 0.38
H -3.872491 4.370960 0.803761 0.00 0.03 -0.02 0.30
H -1.303506 2.883128 1.212721 0.07 -0.03 0.10 0.28
H -1.987548 -0.884732 -0.730838 0.07 0.02 -0.06 0.61
H -2.044076 -0.191712 3.263981 -0.02 0.02 -0.06 0.31
H -2.091387 1.492853 2.794958 0.01 0.13 -0.07 0.71
H -2.142132 1.397187 5.201508 -0.01 0.00 -0.03 0.29
H -1.181813 -0.872850 5.464928 -0.01 0.01 0.00 0.47
H -0.311165 0.268283 6.487622 -0.01 -0.01 0.00 0.50
H 1.262732 -1.193371 5.196133 -0.02 -0.02 -0.03 0.31
H 2.682640 0.651786 4.351588 0.00 -0.01 0.02 0.48
H 1.891768 1.130722 5.855333 0.04 0.01 -0.01 0.51
H 1.718985 2.928533 4.122938 -0.01 -0.01 0.00 0.27
H -0.764014 3.213861 4.193270 0.00 0.02 0.04 0.46
H -0.126803 2.723643 5.762222 0.00 0.02 0.00 0.51
H 1.789347 1.365718 2.166631 -0.02 0.00 -0.04 0.38
H 0.492432 2.544631 2.053340 -0.09 0.04 -0.03 0.28
H -0.143175 -1.568111 3.206644 0.02 -0.01 -0.07 0.47
H 1.461671 -0.968265 2.799874 0.04 0.02 -0.08 0.49
O 1.236130 -1.113304 0.617535 -0.05 0.32 0.79 -0.90
N 0.216759 -0.487131 0.251878 -0.20 0.35 0.41 1.31
```
Forces are in eV/Å.

Results
Frontier orbital gap: 9.05 eV
Highest occupied orbital energy: -11.52 eV
Net charge: +1
Relative energy (zero: lowest compared OMol25 entry of this formula, charge and spin): 0.1559 eV

=====

Q: The highest relative energy (zero: lowest compared OMol25 entry of this formula, charge and spin) belongs to which entry?
A: C29H40BrN4OScSe5Si